20
Properties=species:S:1:pos:R:3 method="wB97M-V/def2-TZVPD" e_homo_ev="-7.95 / -9.03" e_lumo_ev="-0.48 / 0.09" orbital_gap_ev="7.5 / 9.1"
H -2.850 0.285 1.018
H -3.554 2.011 0.751
C 0.401 -1.021 -0.943
C 0.283 0.175 -2.059
H 3.288 0.286 1.642
H 0.913 -1.881 -1.505
H -1.537 -1.930 -1.359
C 2.234 0.212 2.089
H 0.806 1.249 0.696
H 0.202 1.079 -1.550
C -0.863 -1.665 -0.526
H 2.057 -0.798 2.527
H -0.671 0.130 -2.552
C -2.781 1.365 0.377
Cl -1.631 -1.465 1.031
H 1.935 0.952 2.835
N -2.121 1.457 -0.616
C 1.379 0.191 0.832
N 1.374 -0.792 0.095
H 1.138 0.160 -2.783

15
Properties=species:S:1:pos:R:3 method="wB97M-V/def2-TZVPD" total_charge=+1 e_homo_ev="-13.67 / -13.54" multiplicity=2 e_lumo_ev="-4.48 / -8.32" orbital_gap_ev="9.2 / 5.2"
S -1.040 -0.772 0.358
H -0.076 3.460 -0.934
N 0.527 2.643 -0.922
C 0.297 0.349 -0.403
H 0.025 0.335 -1.466
H 0.759 -2.485 0.096
C 0.368 1.750 0.223
H 1.436 3.096 -0.893
H 1.335 -0.042 -0.484
H -0.585 1.947 0.726
C 1.473 1.879 1.211
H 1.519 2.785 1.831
H 2.516 1.857 0.840
S -0.458 -2.522 -0.426
H 1.529 1.068 1.933